No. 1
The following is a DFT calculation (the ωB97M-V functional and the def2-TZVPD basis) of a single C14H8Cl2N2S3 molecule at a distorted geometry.

As for the SMILES: S=c1ss/c(=N\c2ccc(Cl)cc2)n1-c1ccc(Cl)cc1. Its relative energy (zero: lowest compared OMol25 entry of this formula, charge and spin) is 12.7 kJ/mol. The orbital gap comes out at 7.86 eV. As for the highest occupied orbital energy: -8.53 eV. Its total energy is -75178.1016 eV.

Geometry as ORCA input:
```
! RIJCOSX wB97M-V def2-TZVPD def2/J DEFGRID3
* xyz 0 1
S -3.83 -1.75 -1.63
Cl 5.84 -1.67 2.53
Cl -3.90 4.68 -0.42
N 0.74 -0.30 -0.12
S -1.42 -3.39 -1.61
S 0.03 -2.84 -0.21
C -2.21 -1.81 -1.37
C -0.22 -1.13 -0.41
C 3.15 -1.31 2.43
C 4.31 -1.03 0.37
C -3.11 2.47 -1.80
C -2.40 2.67 0.50
C 1.91 -1.07 1.85
C 3.09 -0.70 -0.23
C -2.52 1.22 -1.88
C -1.75 1.40 0.42
C 4.34 -1.32 1.73
C -3.10 3.15 -0.56
C 1.88 -0.71 0.50
C -1.89 0.61 -0.77
N -1.47 -0.72 -0.89
H 3.16 -1.56 3.51
H 5.22 -1.07 -0.18
H -3.57 2.89 -2.72
H -2.41 3.23 1.42
H 0.96 -1.08 2.38
H 3.11 -0.51 -1.32
H -2.62 0.67 -2.82
H -1.33 0.98 1.32
*
```

Atom charges from the Löwdin analysis, given in e for atoms 1 to 5:
1. S 0.669
2. Cl 0.659
3. Cl 0.675
4. N 0.106
5. S 0.601

=====

No. 2
The following is a DFT calculation (the ωB97M-V functional and the def2-TZVPD basis) of a molecular structure, C14H8ClN4O6S at a distorted geometry.

Its relative energy (zero: lowest compared OMol25 entry of this formula, charge and spin) is 0.0 kJ/mol. The orbital gap comes out at 6.41 eV. As for the highest occupied orbital energy: -4.47 eV. Its total energy is -56242.5557 eV.

Geometry as ORCA input:
```
! RIJCOSX wB97M-V def2-TZVPD def2/J DEFGRID3
* xyz -1 1
N 3.33 -1.47 2.50
C 2.17 -1.54 2.32
C 0.74 -1.56 2.19
C 0.09 -0.31 1.98
C -1.29 -0.27 2.28
N -2.04 0.81 2.77
O -1.87 2.01 2.87
O -3.17 0.21 3.42
N -3.14 -1.17 3.34
C -2.03 -1.43 2.59
C -1.43 -2.75 2.50
N -2.19 -3.99 2.49
O -3.42 -4.01 2.28
O -1.53 -5.05 2.68
C -0.02 -2.77 2.34
H 0.60 0.66 2.24
H 0.50 -3.74 2.27
Cl 2.45 0.78 0.29
C 0.72 0.83 0.39
S 0.06 0.13 -1.08
C 0.75 1.15 -2.46
C -0.15 2.14 -2.86
C 0.15 3.02 -3.90
C 1.34 2.89 -4.60
C 2.23 1.87 -4.25
C 1.94 0.98 -3.19
O 0.59 -1.23 -1.18
O -1.36 0.42 -1.06
H 0.34 1.86 0.53
H -1.09 2.25 -2.32
H -0.59 3.78 -4.14
H 1.52 3.52 -5.48
H 3.15 1.77 -4.84
H 2.66 0.20 -2.92
*
```

Atom charges from the Löwdin analysis, given in e for atoms 1 to 5:
1. N 0.104
2. C -0.247
3. C -0.230
4. C -0.104
5. C -0.093

=====

No. 3
The following is a DFT calculation (the ωB97M-V functional and the def2-TZVPD basis) of a molecular structure, C14H8N3O7RuS6 at a distorted geometry.

Its relative energy (zero: lowest compared OMol25 entry of this formula, charge and spin) is 276.6 kJ/mol. The orbital gap (spin up / spin down) comes out at 3.85 / 3.84 eV. As for the highest occupied orbital energy (spin up / spin down): -1.39 / -1.38 eV. Its total energy is -101045.8000 eV. As for the expectation value of S²: 0.7628.

Geometry as ORCA input:
```
! RIJCOSX wB97M-V def2-TZVPD def2/J DEFGRID3
* xyz -2 2
Ru 1.57 -0.60 -0.97
S 7.77 2.58 1.69
C 6.40 1.86 1.08
S 6.20 1.43 -0.58
C 4.60 0.72 -0.48
C 4.05 0.74 0.73
S 2.49 0.11 1.15
S 5.01 1.47 2.01
S 3.91 0.08 -1.92
N 0.46 -2.47 0.29
C 1.35 -3.56 0.64
C 2.64 -3.50 -0.21
O 3.42 -4.45 -0.10
O 2.75 -2.46 -0.92
H 0.02 -2.01 1.07
H -0.23 -2.71 -0.41
H 0.91 -4.55 0.48
H 1.66 -3.48 1.68
O -0.41 1.72 -0.93
C -1.12 0.88 -0.22
O -0.69 -0.18 0.18
C -2.50 1.36 0.07
C -2.97 2.58 -0.39
C -4.24 3.01 -0.04
C -5.05 2.24 0.77
C -4.58 1.01 1.20
C -3.32 0.56 0.85
N -5.44 0.17 2.04
O -5.02 -0.91 2.40
O -6.53 0.61 2.35
H -2.32 3.18 -1.02
H -4.60 3.96 -0.41
H -6.03 2.56 1.07
H -2.97 -0.40 1.20
S -0.53 -2.24 -4.98
C 0.17 -1.64 -3.63
N 0.63 -1.19 -2.66
O 1.59 2.19 -1.77
C 0.96 1.31 -1.29
*
```

Atom charges from the Löwdin analysis, given in e for atoms 1 to 5:
1. Ru 0.930
2. S 0.378
3. C -1.549
4. S 0.872
5. C -1.146

=====

No. 4
The following is a DFT calculation (the ωB97M-V functional and the def2-TZVPD basis) of a molecular structure, C14H9BCl40I2O8P2 at a distorted geometry.

The orbital gap comes out at 8.81 eV. As for the highest occupied orbital energy: -9.07 eV. Its total energy is -567394.6624 eV.

Geometry as ORCA input:
```
! RIJCOSX wB97M-V def2-TZVPD def2/J DEFGRID3
* xyz 0 1
C -0.53 0.67 -4.81
C 0.31 -0.15 -3.87
I 0.51 -2.24 -4.10
C 0.93 0.43 -2.89
I 2.12 -0.70 -1.53
O 0.89 1.80 -2.67
P -0.48 2.30 -1.90
O -1.27 1.13 -1.61
O -1.38 3.21 -2.88
O -0.68 4.45 -3.06
B -0.42 4.60 -4.44
O 0.84 4.75 -4.94
O -1.52 4.65 -5.26
O -0.16 3.10 -0.54
P 1.38 3.87 -0.37
C 2.48 2.49 0.22
O 1.91 4.38 -1.85
H -0.78 0.04 -5.66
H -0.01 1.57 -5.15
H -1.48 0.90 -4.33
H 1.28 3.91 -5.08
H -1.29 4.09 -6.01
H 1.87 1.64 0.49
H 2.94 2.87 1.13
H 3.24 2.24 -0.53
H 2.56 3.72 -2.16
C -3.45 2.74 1.53
Cl -4.71 3.96 1.78
Cl -2.12 3.03 2.66
Cl -4.13 1.12 1.82
Cl -2.86 2.83 -0.13
C -2.34 -3.28 -0.57
Cl -2.27 -3.58 1.18
Cl -3.87 -3.86 -1.24
Cl -2.19 -1.55 -0.87
Cl -1.00 -4.13 -1.35
C -4.27 -7.97 0.59
Cl -3.98 -9.07 1.94
Cl -3.45 -8.59 -0.86
Cl -6.01 -7.86 0.28
Cl -3.64 -6.37 0.98
C -7.50 2.58 5.04
Cl -7.27 1.57 6.47
Cl -6.59 1.92 3.69
Cl -9.22 2.63 4.63
Cl -6.93 4.22 5.39
C 4.90 -3.18 0.77
Cl 3.55 -2.06 1.07
Cl 6.17 -2.90 1.98
Cl 4.31 -4.84 0.90
Cl 5.55 -2.90 -0.85
C -0.48 -1.06 2.58
Cl 0.71 -2.35 2.35
Cl 0.12 0.10 3.77
Cl -0.77 -0.25 1.04
Cl -2.00 -1.77 3.15
C -4.40 7.73 5.19
Cl -6.14 7.93 5.38
Cl -3.71 7.07 6.68
Cl -4.08 6.63 3.85
Cl -3.66 9.30 4.85
C 0.92 -7.39 0.46
Cl 1.61 -8.73 1.38
Cl -0.77 -7.74 0.07
Cl 1.01 -5.91 1.41
Cl 1.84 -7.18 -1.05
C 7.93 -6.95 -0.19
Cl 8.57 -8.27 0.80
Cl 6.33 -7.39 -0.80
Cl 7.81 -5.48 0.79
Cl 9.02 -6.66 -1.56
C 6.04 4.85 -0.63
Cl 4.29 5.02 -0.46
Cl 6.72 4.20 0.86
Cl 6.38 3.73 -1.97
Cl 6.75 6.42 -0.98
*
```

Atom charges from the Löwdin analysis, given in e for atoms 1 to 5:
1. C -0.103
2. C -0.787
3. I 0.869
4. C -0.845
5. I 0.906

=====

No. 5
The following is a DFT calculation (the ωB97M-V functional and the def2-TZVPD basis) of a molecular structure, C15H10ClIIrN3O2S2Se at a distorted geometry.

The orbital gap (spin up / spin down) comes out at 3.93 / 5.48 eV. As for the highest occupied orbital energy (spin up / spin down): -0.19 / -1.74 eV. Its total energy is -134762.2514 eV. As for the expectation value of S²: 6.0238.

Geometry as ORCA input:
```
! RIJCOSX wB97M-V def2-TZVPD def2/J DEFGRID3
* xyz -2 5
Ir -0.99 -0.24 -0.88
Cl 4.04 4.81 -0.60
C 3.19 3.28 -0.59
C 3.93 2.12 -0.62
C 3.28 0.91 -0.58
I 4.37 -0.89 -0.61
C 1.89 0.77 -0.51
O 1.32 -0.37 -0.49
C 1.14 2.00 -0.49
N -0.21 1.89 -0.45
C -0.95 2.98 -0.45
C -0.40 4.26 -0.50
C 0.97 4.42 -0.54
C 1.79 3.26 -0.54
H 5.01 2.16 -0.66
H -2.02 2.84 -0.39
H -1.06 5.12 -0.51
H 1.42 5.40 -0.56
S -1.33 -0.23 1.77
C -2.93 -0.78 1.48
S -3.37 -0.92 -0.18
C -3.81 -1.10 2.51
C -3.53 -0.88 3.86
N -3.38 -0.70 4.99
C -5.04 -1.71 2.27
N -6.05 -2.26 2.12
Se -1.15 0.03 -3.20
C 0.67 -4.87 -0.32
C 0.21 -3.67 -1.16
O -0.23 -2.63 -0.32
H 0.92 -5.72 -0.96
H -0.14 -5.16 0.36
H 1.54 -4.60 0.26
H -0.65 -3.94 -1.78
H 1.02 -3.33 -1.82
H 0.55 -2.22 0.07
*
```

Atom charges from the Löwdin analysis, given in e for atoms 1 to 5:
1. Ir 0.548
2. Cl 0.613
3. C -0.630
4. C -0.203
5. C -0.629

=====

No. 6
The following is a DFT calculation (the ωB97M-V functional and the def2-TZVPD basis) of a molecular structure, C15H10N2O3PdS.

Its relative energy (zero: lowest compared OMol25 entry of this formula, charge and spin) is 53.5 kJ/mol. The orbital gap (spin up / spin down) comes out at 6.77 / 6.60 eV. As for the highest occupied orbital energy (spin up / spin down): -4.06 / -3.88 eV. Its total energy is -39156.4188 eV. As for the expectation value of S²: 0.7539.

Geometry as ORCA input:
```
! RIJCOSX wB97M-V def2-TZVPD def2/J DEFGRID3
* xyz -1 2
Pd 0.83 0.18 0.89
O -0.09 2.40 0.40
N -0.45 3.09 1.44
C -0.63 4.43 1.26
C -1.02 5.27 2.27
C -1.22 4.72 3.54
C -1.03 3.38 3.72
C -0.63 2.51 2.67
S -0.40 0.84 2.91
H -0.44 4.73 0.24
H -1.14 6.32 2.06
H -1.53 5.34 4.37
H -1.17 2.91 4.68
O 4.49 -1.73 -0.03
C 3.36 -1.28 0.17
O 2.98 -0.36 0.93
C 2.23 -1.92 -0.69
C 2.55 -3.01 -1.54
C 1.56 -3.57 -2.29
C 0.24 -3.05 -2.20
C -0.84 -3.58 -2.95
C -2.09 -3.05 -2.83
C -2.32 -1.96 -1.95
C -1.29 -1.43 -1.23
C 0.01 -1.97 -1.34
N 1.02 -1.42 -0.60
H 3.58 -3.34 -1.55
H 1.76 -4.41 -2.95
H -0.66 -4.42 -3.61
H -2.92 -3.46 -3.40
H -3.31 -1.54 -1.86
H -1.43 -0.60 -0.54
*
```

Atom charges from the Löwdin analysis, given in e for atoms 1 to 5:
1. Pd 0.543
2. O -0.234
3. N -0.252
4. C -0.051
5. C -0.096

=====

No. 7
The following is a DFT calculation (the ωB97M-V functional and the def2-TZVPD basis) of a single C15H10N6O4 molecule at a distorted geometry.

Its relative energy (zero: lowest compared OMol25 entry of this formula, charge and spin) is 59.3 kJ/mol. The orbital gap comes out at 7.28 eV. As for the highest occupied orbital energy: -7.88 eV. Its total energy is -32838.8357 eV.

Geometry as ORCA input:
```
! RIJCOSX wB97M-V def2-TZVPD def2/J DEFGRID3
* xyz 0 1
N 3.44 3.74 -0.47
C 2.35 3.34 -0.62
C 1.01 2.86 -0.69
C 0.16 2.72 -1.81
C -1.21 2.41 -1.63
N -1.89 1.83 -2.74
O -1.25 1.62 -3.80
O -3.11 1.52 -2.63
C -1.89 2.30 -0.32
C -0.97 2.67 0.75
N -1.17 2.56 2.12
O -2.15 2.56 2.85
O 0.14 2.57 2.72
N 1.14 2.64 1.75
C 0.44 2.72 0.59
H 0.61 2.69 -2.78
H -2.82 2.88 -0.26
C -5.66 -1.01 0.46
N -4.27 -0.57 0.33
C -3.81 0.66 0.07
N -2.49 0.69 -0.03
C -2.02 -0.62 0.19
C -3.17 -1.42 0.40
C -3.18 -2.80 0.56
C -1.94 -3.46 0.54
C -0.78 -2.68 0.37
C -0.79 -1.28 0.20
H -5.64 -2.09 0.60
H -6.17 -0.57 1.32
H -6.23 -0.81 -0.44
H -4.40 1.55 -0.05
H -4.11 -3.35 0.69
H -1.84 -4.55 0.65
H 0.17 -3.22 0.36
H 0.12 -0.66 0.08
*
```

Atom charges from the Löwdin analysis, given in e for atoms 1 to 5:
1. N 0.146
2. C -0.201
3. C -0.190
4. C 0.076
5. C -0.146

=====

No. 8
The following is a DFT calculation (the ωB97M-V functional and the def2-TZVPD basis) of a molecular structure, C15H11BF4I2IrN2O at a distorted geometry.

Its relative energy (zero: lowest compared OMol25 entry of this formula, charge and spin) is 0.0 kJ/mol. The orbital gap (spin up / spin down) comes out at 7.55 / 6.22 eV. As for the highest occupied orbital energy (spin up / spin down): -11.70 / -12.47 eV. Its total energy is -51344.6758 eV. As for the expectation value of S²: 6.0391.

Geometry as ORCA input:
```
! RIJCOSX wB97M-V def2-TZVPD def2/J DEFGRID3
* xyz 1 5
Ir 0.03 0.01 -0.34
I -0.43 4.70 2.24
C -1.18 2.84 2.76
C -1.81 2.62 3.97
C -2.28 1.36 4.31
I -3.18 1.14 6.17
C -2.17 0.25 3.41
C -2.65 -1.04 3.66
C -2.52 -2.02 2.70
C -1.89 -1.71 1.50
N -1.42 -0.50 1.25
C -1.55 0.47 2.18
C -0.98 1.77 1.82
O -0.37 1.93 0.74
H -1.94 3.45 4.66
H -3.13 -1.27 4.61
H -2.90 -3.01 2.87
H -1.76 -2.46 0.73
F 2.90 -2.15 2.15
B 2.15 -1.16 1.64
F 2.90 -0.14 1.01
F 1.24 -0.59 2.53
F 1.29 -1.74 0.50
N 1.84 0.90 -1.43
C 1.28 0.59 -2.69
C 1.30 1.48 -3.76
C 0.67 1.14 -4.94
C -0.03 -0.06 -5.06
C -0.07 -0.94 -3.99
C 0.59 -0.63 -2.81
H 2.22 1.83 -1.32
H 2.48 0.21 -1.04
H 1.82 2.42 -3.66
H 0.72 1.81 -5.79
H -0.53 -0.30 -5.98
H -0.61 -1.87 -4.09
H 0.70 -1.40 -2.04
*
```

Atom charges from the Löwdin analysis, given in e for atoms 1 to 5:
1. Ir 1.402
2. I 1.061
3. C -0.606
4. C -0.199
5. C -0.607